[1]
This record from OMol25 describes a structure of composition C31H35CaN2P2S3. The level of theory is ωB97M-V/def2-TZVPD.

The calculation puts the frontier orbital gap at 0.226 Eh. For the HOMO energy, the calculation gives -3.9 eV. The value obtained for the total energy is -3866.7862 Eh. The charge is -1.

Last column: Löwdin charge in e.
Cartesian coordinates (Å):
Ca 0.528 -0.086 -1.573  1.0141
S 2.399 0.031 0.573  0.1782
P 0.779 1.029 1.198  0.3040
C -0.090 1.746 -0.078  -0.6743
P -1.783 1.661 -0.297  0.2922
S -2.274 1.216 -2.171  0.2177
C -2.543 3.326 -0.020  -0.3570
C -3.766 3.675 -0.591  -0.1214
C -4.220 4.983 -0.532  -0.0977
C -3.456 5.961 0.095  -0.1114
C -2.247 5.619 0.679  -0.0955
C -1.794 4.307 0.619  -0.0876
C -2.907 0.627 0.723  -0.3398
C -2.997 -0.733 0.440  -0.1191
C -3.895 -1.538 1.118  -0.0881
C -4.721 -0.990 2.090  -0.1042
C -4.644 0.362 2.374  -0.0955
C -3.738 1.167 1.699  -0.0882
C 0.033 -0.076 2.460  -0.3553
C 0.186 -1.453 2.333  -0.1257
C -0.266 -2.307 3.326  -0.0903
C -0.890 -1.790 4.450  -0.1018
C -1.073 -0.421 4.571  -0.0895
C -0.618 0.434 3.580  -0.1038
C 1.584 2.267 2.301  -0.3553
C 1.813 3.536 1.783  -0.1043
C 2.580 4.456 2.484  -0.0940
C 3.129 4.110 3.710  -0.1098
C 2.916 2.839 4.228  -0.0950
C 2.152 1.921 3.526  -0.1037
H -4.348 2.912 -1.093  0.0835
H -5.165 5.250 -0.990  0.0943
H -3.804 6.987 0.128  0.0911
H -1.646 6.375 1.170  0.0950
H -0.848 4.026 1.066  0.0723
H -2.387 -1.144 -0.358  0.0819
H -3.958 -2.594 0.880  0.0989
H -5.426 -1.620 2.620  0.0934
H -5.300 0.795 3.121  0.0962
H -3.698 2.229 1.909  0.1008
H 0.721 -1.841 1.475  0.0563
H -0.119 -3.376 3.226  0.0975
H -1.241 -2.455 5.231  0.0941
H -1.566 -0.016 5.447  0.0983
H -0.739 1.507 3.681  0.1130
H 1.385 3.787 0.818  0.0873
H 2.758 5.442 2.071  0.0955
H 3.734 4.823 4.258  0.0914
H 3.357 2.558 5.177  0.0952
H 2.005 0.922 3.917  0.1044
C 1.313 -3.521 -3.565  -0.1363
C -0.007 -2.765 -3.698  -0.5811
C -0.722 -3.217 -4.983  -0.1243
C 0.212 -1.242 -3.668  -0.3545
H 1.154 -4.605 -3.528  0.0646
H 1.846 -3.210 -2.663  0.0370
H 1.957 -3.310 -4.426  0.0691
H -0.649 -3.059 -2.854  0.1047
H -0.112 -2.964 -5.855  0.0671
H -1.674 -2.693 -5.080  0.0633
H -0.912 -4.299 -4.996  0.0576
H -0.741 -0.772 -3.954  -0.0302
H 0.915 -0.998 -4.483  0.0010
C 4.895 -5.403 -3.167  -0.0909
N 4.480 -4.210 -2.463  -0.0735
C 4.756 -2.945 -2.838  -0.9819
N 5.321 -2.783 -4.068  0.0844
S 4.443 -1.660 -1.837  0.5666
H 4.541 -6.271 -2.617  0.0836
H 5.985 -5.465 -3.252  0.0843
H 4.458 -5.439 -4.168  0.0777
H 4.157 -4.285 -1.515  0.1123
H 5.204 -3.498 -4.769  0.0797
H 5.287 -1.835 -4.403  0.0816

[2]
This record from OMol25 describes a cluster of 13 separate species, C39H74O39 in total. The level of theory is ωB97M-V/def2-TZVPD.

The calculation puts the frontier orbital gap at 0.389 Eh. For the HOMO energy, the calculation gives -10.4 eV. The value obtained for the total energy is -4464.7896 Eh.

Last column: Löwdin charge in e.
Cartesian coordinates (Å):
C 2.989 3.157 -2.870  -0.1247
C 3.052 3.705 -4.293  -0.1152
O 2.835 5.090 -4.110  0.0744
C 2.390 5.304 -2.852  -0.5686
O 1.880 6.337 -2.557  0.1638
O 2.565 4.222 -2.036  0.0792
H 3.986 2.822 -2.567  0.1261
H 2.393 2.248 -2.770  0.1015
H 2.296 3.218 -4.911  0.0960
H 3.998 3.427 -4.757  0.1327
C -0.798 4.195 -3.382  -0.0804
C -2.105 4.334 -4.158  -0.1140
O -2.993 4.819 -3.175  0.0617
C -2.325 5.367 -2.152  -0.5691
O -2.823 6.057 -1.327  0.1733
O -1.064 4.869 -2.131  0.0545
H -0.032 4.854 -3.799  0.1232
H -0.338 3.222 -3.235  0.0966
H -2.489 3.394 -4.555  0.1100
H -2.023 4.992 -5.024  0.1310
C 4.167 0.944 0.264  -0.0187
O 5.238 1.826 -0.070  -0.0280
C 6.443 1.708 0.523  -0.6163
O 6.854 0.697 1.043  0.1329
O 7.062 2.859 0.473  0.0040
C 8.285 3.058 1.160  -0.0354
H 3.301 1.228 -0.338  0.0723
H 3.870 1.245 1.267  0.0819
H 4.380 -0.084 -0.019  0.1056
H 8.128 2.828 2.210  0.1006
H 8.567 4.103 1.037  0.0919
H 9.122 2.528 0.707  0.0984
C 0.457 0.778 6.297  -0.0392
O 0.033 -0.491 5.791  -0.0159
C -1.291 -0.659 5.643  -0.6138
O -2.139 0.191 5.640  0.1337
O -1.492 -1.939 5.335  -0.0230
C -2.881 -2.322 5.185  -0.0064
H 0.652 1.358 5.391  0.0906
H 1.350 0.771 6.915  0.0943
H -0.346 1.281 6.834  0.0937
H -3.380 -1.843 4.347  0.0830
H -3.340 -2.171 6.158  0.1027
H -2.827 -3.384 4.950  0.0883
C 0.487 -6.183 0.357  -0.0370
O 0.602 -6.261 1.765  -0.0016
C 0.906 -5.181 2.460  -0.6219
O 1.052 -4.079 1.988  0.1319
O 0.996 -5.500 3.730  0.0224
C 1.196 -4.522 4.729  -0.0286
H -0.346 -5.528 0.090  0.0758
H 0.396 -7.195 -0.020  0.1020
H 1.334 -5.687 -0.121  0.0870
H 0.500 -3.683 4.758  0.0906
H 2.165 -4.011 4.733  0.0760
H 1.241 -5.084 5.660  0.0986
C -6.586 -0.393 2.678  -0.0303
O -5.635 0.382 1.960  0.0028
C -4.656 0.961 2.631  -0.6156
O -4.515 1.017 3.818  0.1289
O -3.772 1.466 1.757  -0.0081
C -2.533 1.967 2.262  -0.0158
H -7.584 0.033 2.762  0.0953
H -6.254 -0.627 3.690  0.0937
H -6.612 -1.305 2.080  0.0851
H -2.596 2.328 3.290  0.0966
H -2.277 2.708 1.512  0.0912
H -1.783 1.177 2.359  0.0870
C -3.488 1.418 -2.526  0.0252
O -4.311 0.230 -2.599  0.0073
C -3.897 -0.851 -3.247  -0.5838
O -2.819 -0.978 -3.768  0.1211
O -4.779 -1.812 -2.959  0.0021
C -4.540 -3.125 -3.362  -0.0737
H -2.471 1.031 -2.491  0.0782
H -3.756 1.895 -1.589  0.1082
H -3.719 2.044 -3.381  0.0851
H -3.708 -3.661 -2.904  0.0713
H -4.492 -3.311 -4.437  0.1060
H -5.386 -3.724 -3.016  0.1062
C -0.052 3.097 -7.919  -0.0191
O 0.401 2.824 -6.579  0.0016
C 0.244 1.617 -6.029  -0.5910
O 0.585 1.459 -4.879  0.0964
O -0.430 0.777 -6.788  0.0024
C -1.075 -0.351 -6.189  -0.0091
H 0.746 3.526 -8.526  0.0952
H -0.694 3.970 -7.760  0.0933
H -0.596 2.350 -8.478  0.0942
H -0.789 -0.498 -5.147  0.0677
H -0.929 -1.306 -6.682  0.1033
H -2.120 -0.057 -6.113  0.0935
C 2.552 -0.713 3.406  0.0122
O 3.177 -1.915 3.899  0.0018
C 4.183 -2.430 3.193  -0.5849
O 4.860 -2.006 2.312  0.1517
O 4.350 -3.663 3.738  -0.0214
C 5.481 -4.390 3.351  -0.0693
H 1.731 -1.080 2.795  0.0673
H 3.193 -0.089 2.789  0.0745
H 2.133 -0.137 4.225  0.0769
H 6.122 -4.662 4.201  0.0893
H 6.160 -3.849 2.695  0.0930
H 5.244 -5.396 3.000  0.0924
C 3.232 4.241 2.566  -0.0289
O 2.204 3.620 1.807  0.0200
C 1.165 4.247 1.333  -0.5961
O 0.277 3.713 0.718  0.1148
O 1.134 5.563 1.664  -0.0149
C -0.009 6.283 1.207  -0.0324
H 2.966 4.599 3.559  0.0977
H 3.590 5.130 2.043  0.1003
H 4.048 3.527 2.608  0.0881
H -0.133 7.155 1.839  0.0945
H -0.916 5.676 1.250  0.0888
H 0.025 6.527 0.145  0.0937
C -4.203 -2.255 0.048  0.0014
O -3.823 -2.949 1.250  -0.0104
C -3.904 -4.272 1.258  -0.6086
O -4.421 -4.952 0.411  0.1328
O -3.167 -4.699 2.280  -0.0186
C -2.831 -6.061 2.476  -0.0252
H -3.437 -1.482 0.007  0.0911
H -5.207 -1.863 0.208  0.0995
H -4.208 -2.849 -0.856  0.0656
H -3.654 -6.597 2.947  0.1024
H -2.072 -6.101 3.264  0.0913
H -2.298 -6.460 1.618  0.0949
C 0.127 1.155 -1.535  -0.0432
O -0.620 0.080 -0.983  0.0039
C -0.249 -0.283 0.239  -0.5954
O 0.740 0.046 0.817  0.1538
O -1.201 -1.097 0.705  -0.0171
C -1.110 -1.741 1.940  -0.0375
H 1.200 0.995 -1.441  0.0735
H -0.206 2.102 -1.106  0.0927
H -0.051 1.242 -2.607  0.0597
H -1.186 -2.828 1.993  0.0862
H -2.007 -1.416 2.480  0.0887
H -0.194 -1.463 2.463  0.0814
C 1.954 -1.283 -3.461  -0.0352
O 2.112 -2.612 -2.965  0.0248
C 1.040 -3.287 -2.530  -0.6027
O 1.129 -4.460 -2.298  0.1328
O 0.000 -2.521 -2.278  -0.0052
C -1.261 -3.095 -1.903  0.0067
H 0.909 -1.005 -3.581  0.0704
H 2.337 -1.256 -4.485  0.0965
H 2.535 -0.597 -2.849  0.0900
H -1.796 -2.315 -1.372  0.0739
H -1.102 -4.026 -1.369  0.0907
H -1.900 -3.253 -2.767  0.0682

[3]
This record from OMol25 describes a cluster of 2 separate species, C4H12 in total. The level of theory is ωB97M-V/def2-TZVPD.

The calculation puts the frontier orbital gap at 0.475 Eh. For the HOMO energy, the calculation gives -11.8 eV. The value obtained for the total energy is -159.5806 Eh. The structure (SMILES) is CC.CC.

Last column: Löwdin charge in e.
Cartesian coordinates (Å):
C 0.701 2.005 0.515  -0.1711
C -0.380 2.219 -0.552  -0.1649
H 1.332 1.164 0.247  0.0478
H 1.360 2.871 0.514  0.0570
H 0.314 1.864 1.520  0.0596
H -1.256 2.752 -0.170  0.0608
H -0.777 1.283 -0.956  0.0489
H 0.034 2.799 -1.380  0.0610
C -0.678 -2.281 -0.500  -0.1687
C 0.371 -1.912 0.563  -0.1718
H -0.594 -3.339 -0.773  0.0629
H -1.662 -2.121 -0.069  0.0559
H -0.598 -1.602 -1.349  0.0546
H 0.055 -1.000 1.069  0.0476
H 1.357 -1.808 0.108  0.0608
H 0.419 -2.690 1.327  0.0596

M across the listed records, respectively: 633.86; 1166.98; 60.14 g/mol.
ΔE to the lowest compared entry with this formula, charge and spin across the listed records, respectively: 135.1; 0.0; 11.4 kJ/mol.
Lowest unoccupied orbital energy across the listed records, respectively: 2.225; 0.184; 1.156 eV.